{"formula": "C5H13P", "method": "ωB97M-V with the def2-TZVPD basis set", "elements": ["C", "C", "C", "C", "C", "P", "H", "H", "H", "H", "H", "H", "H", "H", "H", "H", "H", "H", "H"], "xyz": [[-0.4480, -2.1263, 0.6288], [-1.8874, 0.7676, 0.3943], [1.8969, 1.1790, -0.1728], [-1.2850, 0.2260, -0.9229], [1.3821, -0.0053, 0.5932], [0.0650, -0.9484, -0.3899], [0.2977, -2.5962, 1.2698], [-1.4409, -2.5715, 0.6825], [-2.1483, -0.1184, 1.0783], [-1.0487, 1.1898, 0.9356], [-2.6456, 1.5234, 0.1564], [1.1439, 1.7553, -0.5337], [2.6410, 1.8436, 0.4055], [2.5308, 0.8198, -1.1251], [-0.7077, 1.0386, -1.5092], [-2.0644, -0.2609, -1.4579], [0.9048, 0.4539, 1.4423], [2.0660, -0.8429, 0.8621], [0.7479, -1.3271, -2.3374]], "e_lumo_ev": 0.6, "charge": 0, "homo_lumo_gap_ev": 7.98, "e_above_lowest_kcal_mol": 84.2}


{"formula": "C5H13RuSe2", "method": "ωB97M-V with the def2-TZVPD basis set", "elements": ["Ru", "C", "Se", "C", "C", "Se", "C", "H", "H", "H", "H", "H", "H", "H", "H", "H", "H", "C", "H", "H", "H"], "xyz": [[-1.2619, -1.6337, -0.0705], [3.2241, -1.4839, -0.4193], [1.3195, -1.7006, -0.0705], [1.1995, -0.0648, 1.0212], [0.5945, 1.1347, 0.2812], [-1.3288, 0.9322, -0.0705], [-1.5220, 2.8110, -0.5433], [3.8011, -1.5922, 0.5223], [3.4150, -0.5052, -0.9063], [3.5453, -2.2823, -1.1191], [2.2280, 0.2040, 1.3422], [0.6365, -0.2781, 1.9539], [1.1505, 1.3083, -0.6645], [0.7079, 2.0147, 0.9497], [-0.8371, 3.0675, -1.3778], [-1.3411, 3.4514, 0.3444], [-2.5616, 2.9800, -0.8916], [-3.4757, -1.6337, -0.0705], [-4.1162, -1.6337, -0.9763], [-4.1162, -1.6337, 0.8353], [-1.2619, -3.4614, -0.0705]], "e_lumo_ev": [-4.8, -6.0], "s2": 6.041, "multiplicity": 5, "charge": 1, "homo_lumo_gap_ev": [6.63, 7.06]}


{"formula": "C5H14", "method": "ωB97M-V with the def2-TZVPD basis set", "elements": ["C", "C", "H", "H", "H", "H", "H", "H", "C", "C", "C", "H", "H", "H", "H", "H", "H", "H", "H"], "xyz": [[-1.7231, 1.2149, -0.6268], [-2.8943, 0.5494, -1.4191], [-1.3736, 2.0291, -1.2065], [-1.9963, 1.6595, 0.4184], [-0.8944, 0.5889, -0.5390], [-3.4566, 1.3561, -2.0423], [-3.6096, 0.1238, -0.8482], [-2.4201, -0.2892, -2.0036], [1.5438, -0.2065, 0.4057], [0.3292, -0.5060, 1.2228], [2.8519, -1.0769, 0.5111], [1.3832, -0.4964, -0.7590], [1.8641, 0.8304, 0.3162], [0.7677, -1.1311, 2.0665], [2.6511, -2.1585, 0.3922], [-0.5099, -0.9303, 0.6590], [0.0509, 0.4411, 1.6849], [3.6252, -0.8663, -0.2359], [3.2728, -1.0065, 1.5353]], "e_lumo_ev": [4.1, 4.3], "s2": 0.750, "multiplicity": 2, "charge": -1, "homo_lumo_gap_ev": [2.64, 10.94], "e_above_lowest_kcal_mol": 32.4}


{"formula": "C5H14", "method": "ωB97M-V with the def2-TZVPD basis set", "elements": ["C", "C", "C", "H", "H", "H", "H", "H", "H", "H", "H", "C", "C", "H", "H", "H", "H", "H", "H"], "xyz": [[-1.3959, -0.8753, -0.2925], [-0.2052, -0.9437, -1.2415], [-0.1874, -2.1068, -2.1809], [-1.0615, -0.7784, 0.7628], [-2.1044, -0.0615, -0.4728], [-1.9837, -1.8416, -0.2922], [-0.0982, 0.0021, -1.8074], [0.7253, -1.1457, -0.7188], [0.2819, -2.9991, -1.6709], [-1.2083, -2.2902, -2.5486], [0.3593, -2.0726, -3.1111], [0.4362, 1.6591, 2.2760], [1.2387, 2.2338, 1.1100], [-0.1810, 0.7536, 2.0379], [1.0882, 1.0402, 2.9312], [0.0041, 2.4441, 2.8496], [1.9848, 1.4302, 0.8380], [1.8117, 3.1483, 1.3118], [0.4953, 2.4036, 0.2193]], "e_lumo_ev": 1.1, "charge": 0, "homo_lumo_gap_ev": 12.27, "e_above_lowest_kcal_mol": 23.1}


{"formula": "C5H14", "method": "ωB97M-V with the def2-TZVPD basis set", "elements": ["C", "C", "C", "H", "H", "H", "H", "H", "H", "H", "H", "C", "C", "H", "H", "H", "H", "H", "H"], "xyz": [[-1.6770, 1.9391, 0.0684], [-2.3755, 0.6451, -0.1197], [-1.6663, -0.5917, 0.5078], [-0.8333, 1.9062, -0.7495], [-1.0427, 1.9499, 0.8903], [-2.2590, 2.7729, -0.2343], [-3.2575, 0.7028, 0.6228], [-2.7284, 0.4646, -1.1266], [-0.9685, -0.2038, 1.2491], [-2.3237, -1.3822, 0.8276], [-0.9042, -0.8511, -0.3806], [3.1732, -0.8402, 0.2135], [1.9062, -0.8454, -0.6662], [3.7923, -0.0610, 0.3542], [2.8579, -1.2113, 1.2220], [3.7603, -1.7560, -0.1809], [1.5300, 0.1918, -0.8314], [1.1384, -1.3150, -0.0627], [1.8778, -1.5145, -1.6038]], "e_lumo_ev": 1.1, "charge": 0, "homo_lumo_gap_ev": 11.39, "e_above_lowest_kcal_mol": 41.9}


{"formula": "C5H14", "method": "ωB97M-V with the def2-TZVPD basis set", "elements": ["C", "C", "C", "H", "H", "H", "H", "H", "H", "H", "H", "C", "C", "H", "H", "H", "H", "H", "H"], "xyz": [[0.9526, -2.0534, 0.0877], [1.3826, -0.8621, 0.9487], [2.1638, 0.2025, 0.1841], [1.5116, -2.9553, 0.3437], [1.1111, -1.9045, -0.9818], [-0.1058, -2.2658, 0.2003], [0.5000, -0.4168, 1.4040], [1.9818, -1.2230, 1.7794], [1.7524, 0.3477, -0.8097], [2.1471, 1.1624, 0.6951], [3.2060, -0.0940, 0.1055], [-2.6978, 1.8199, -0.7144], [-1.6386, 0.7547, -0.3738], [-2.7924, 2.5803, 0.0550], [-2.5452, 2.2585, -1.6968], [-3.6688, 1.3183, -0.7684], [-1.0771, 0.9222, 0.5423], [-0.8202, 0.7944, -1.0998], [-2.0622, -0.2372, -0.3232]], "e_lumo_ev": 1.2, "charge": 0, "homo_lumo_gap_ev": 12.44, "e_above_lowest_kcal_mol": 7.8}


{"formula": "C5H14", "method": "ωB97M-V with the def2-TZVPD basis set", "elements": ["C", "C", "C", "H", "H", "H", "H", "H", "H", "H", "H", "C", "C", "H", "H", "H", "H", "H", "H"], "xyz": [[-1.0055, -0.2775, -1.3123], [-0.2588, 0.8944, -1.9826], [0.6251, 0.4710, -3.1415], [-1.8955, 0.0517, -0.7794], [-1.3939, -0.9547, -2.0724], [-0.2958, -0.7692, -0.6485], [0.3827, 1.4460, -1.2971], [-1.0373, 1.5674, -2.3525], [1.6110, 0.1814, -2.7755], [0.7940, 1.2741, -3.8681], [0.2503, -0.3225, -3.7954], [0.8506, -0.0117, 2.8229], [-0.3546, -0.8972, 3.1606], [1.7443, -0.6124, 2.6589], [0.6618, 0.7121, 2.0382], [1.2195, 0.6061, 3.6523], [-0.4011, -1.6840, 2.4094], [-0.2005, -1.3180, 4.1518], [-1.2964, -0.3570, 3.1311]], "e_lumo_ev": 1.1, "charge": 0, "homo_lumo_gap_ev": 12.39, "e_above_lowest_kcal_mol": 7.5}


{"formula": "C5H14", "method": "ωB97M-V with the def2-TZVPD basis set", "elements": ["C", "C", "C", "H", "H", "H", "H", "H", "H", "H", "H", "C", "C", "H", "H", "H", "H", "H", "H"], "xyz": [[2.7212, -0.2119, -1.8800], [1.7270, 0.8622, -1.3732], [1.0561, 0.3333, -0.0642], [2.6835, -1.1937, -1.4076], [3.7675, 0.1147, -1.9619], [2.4462, -0.4636, -2.9253], [2.1029, 1.8776, -1.3456], [0.9281, 0.8632, -2.1033], [0.0441, -0.0479, -0.2659], [1.5365, -0.5232, 0.3910], [1.0195, 1.1242, 0.7026], [-2.9651, 0.2518, 1.7074], [-2.3505, -1.1405, 1.5330], [-2.3272, 0.8674, 1.0308], [-3.9916, 0.4266, 1.4139], [-2.7972, 0.8445, 2.6200], [-1.2797, -1.0273, 1.4237], [-2.6824, -1.8691, 2.2675], [-2.5355, -1.5450, 0.5229]], "e_lumo_ev": 1.1, "charge": 0, "homo_lumo_gap_ev": 12.26, "e_above_lowest_kcal_mol": 20.3}


{"formula": "C5H14", "method": "ωB97M-V with the def2-TZVPD basis set", "elements": ["C", "C", "C", "H", "H", "H", "H", "H", "H", "H", "H", "C", "C", "H", "H", "H", "H", "H", "H"], "xyz": [[0.1613, -0.0007, 2.1783], [-0.2935, -0.8042, 0.9481], [-1.7011, -1.3982, 0.9582], [1.2436, 0.0878, 2.2073], [-0.1349, 1.0488, 2.1549], [-0.2377, -0.4526, 3.0825], [0.4712, -1.5672, 0.8959], [-0.2440, -0.1842, 0.0697], [-1.6926, -2.4640, 0.7685], [-2.4371, -0.8176, 0.4210], [-2.0733, -1.4547, 1.9886], [1.0033, 0.2823, -2.0514], [0.8039, 1.8029, -1.9380], [1.5558, -0.0700, -1.1850], [0.0671, -0.2616, -1.9298], [1.4470, 0.0411, -3.0110], [0.2816, 2.0801, -1.0266], [1.7748, 2.2934, -1.9970], [0.2062, 2.1478, -2.7823]], "e_lumo_ev": 1.1, "charge": 0, "homo_lumo_gap_ev": 12.34, "e_above_lowest_kcal_mol": 11.5}


{"formula": "C5H14", "method": "ωB97M-V with the def2-TZVPD basis set", "elements": ["C", "C", "C", "H", "H", "H", "H", "H", "H", "H", "H", "C", "C", "H", "H", "H", "H", "H", "H"], "xyz": [[-0.9602, 1.0994, 2.1847], [-0.2828, 0.3660, 1.0190], [-0.2201, 1.4375, -0.1409], [-0.5903, 2.0886, 2.4354], [-0.9625, 0.4002, 3.0075], [-2.0255, 1.3131, 2.0302], [0.7309, 0.1850, 1.3314], [-0.6982, -0.5833, 0.7307], [-1.1623, 1.4334, -0.6653], [-0.1905, 2.3991, 0.3330], [0.7167, 1.2633, -0.6545], [0.0342, -1.7957, -1.5308], [1.3928, -1.1256, -1.4425], [-0.2719, -2.4392, -0.7147], [-0.7167, -1.0094, -1.5339], [-0.0123, -2.2916, -2.4774], [2.2920, -1.4873, -1.9554], [1.7886, -0.9243, -0.4810], [1.3125, -0.1270, -1.8981]], "e_lumo_ev": 1.2, "charge": 0, "homo_lumo_gap_ev": 12.06, "e_above_lowest_kcal_mol": 20.2}


{"formula": "C5H14", "method": "ωB97M-V with the def2-TZVPD basis set", "elements": ["C", "C", "C", "H", "H", "H", "H", "H", "H", "H", "H", "C", "C", "H", "H", "H", "H", "H", "H"], "xyz": [[-0.2836, 0.6373, -1.9853], [-0.0273, -0.7648, -1.4664], [1.4338, -1.1473, -1.3651], [-0.2476, 0.9217, -3.1043], [0.4918, 1.2207, -1.4833], [-1.1818, 1.0960, -1.5911], [-0.5456, -0.8869, -0.4177], [-0.6444, -1.4592, -2.0324], [1.5351, -2.1343, -1.8553], [2.0391, -0.3347, -1.8705], [1.7189, -1.3876, -0.2736], [-0.3523, 0.9834, 1.6407], [-0.7283, 0.1975, 3.0214], [0.2097, 0.2287, 1.0934], [-1.3634, 1.0668, 1.1433], [0.1532, 1.9139, 1.5296], [0.2382, 0.1710, 3.4578], [-1.3193, -0.7714, 2.8160], [-1.3379, 0.9186, 3.5167]], "e_lumo_ev": 1.1, "charge": 0, "homo_lumo_gap_ev": 11.77, "e_above_lowest_kcal_mol": 34.9}


{"formula": "C5H14", "method": "ωB97M-V with the def2-TZVPD basis set", "elements": ["C", "C", "C", "H", "H", "H", "H", "H", "H", "H", "H", "C", "C", "H", "H", "H", "H", "H", "H"], "xyz": [[2.0607, 1.0339, 0.4901], [1.3080, -0.2049, 0.0220], [2.3276, -1.2575, -0.4539], [1.3804, 1.8219, 0.8145], [2.7138, 0.7773, 1.3255], [2.6734, 1.4516, -0.3105], [0.7559, -0.5728, 0.8876], [0.6585, 0.0484, -0.8103], [3.0965, -1.3537, 0.3073], [1.8610, -2.1828, -0.6339], [2.7687, -0.8282, -1.3535], [-2.4678, -0.4714, 0.2089], [-3.0958, 0.8487, -0.2476], [-3.1422, -1.2754, -0.1087], [-1.5255, -0.6680, -0.2945], [-2.3406, -0.5595, 1.2836], [-3.1525, 0.9696, -1.3298], [-4.1247, 0.8849, 0.0744], [-2.5133, 1.6771, 0.1582]], "e_lumo_ev": 1.1, "charge": 0, "homo_lumo_gap_ev": 12.61, "e_above_lowest_kcal_mol": 4.1}